20
Properties=species:S:1:pos:R:3:mulliken_charge:R:1 method="wB97M-V/def2-TZVPD" lumo_ev=0.84 max_force_ev_per_a=5.678 gap_ev=9.59 mol_weight_g_mol=107.2 smiles=CN[C@@H](C)CO.O total_charge=0 e_tot_ev=-9941.1201
C 0.187 0.757 -0.723 -0.96
N -0.322 0.818 0.687 -0.41
C 0.147 -0.260 1.672 0.32
C -0.379 -1.685 1.376 -1.22
C 1.730 -0.249 1.525 -0.81
O 2.169 -0.400 2.926 -0.56
H -0.469 0.241 -1.355 0.39
H 0.422 1.701 -1.207 0.31
H 1.091 0.071 -0.916 0.25
H -1.297 0.935 0.440 0.27
H 0.121 0.103 2.655 0.41
H -0.445 -2.097 0.316 0.26
H 0.133 -2.482 1.982 0.34
H -1.377 -1.579 1.753 0.39
H 2.166 0.726 1.359 0.36
H 2.018 -1.165 0.917 0.34
H 2.230 0.626 3.127 0.33
O -2.862 0.940 -5.973 -0.62
H -3.388 1.294 -6.679 0.30
H -3.508 0.202 -5.928 0.31


8
Properties=species:S:1:pos:R:3:mulliken_charge:R:1 method="wB97M-V/def2-TZVPD" lumo_ev=-7.30 max_force_ev_per_a=5.301 gap_ev=9.58 mol_weight_g_mol=79.0 total_charge=+1 e_tot_ev=-9258.4217
C 1.736 -0.352 0.344 0.05
O -3.108 1.345 -0.971 -0.08
O 0.734 -0.837 0.769 -0.16
O -1.159 0.480 -0.420 -0.44
O -2.459 0.586 -0.300 0.48
H 1.793 0.465 -0.499 0.31
H 2.658 -1.000 0.680 0.31
H -0.196 -0.687 0.396 0.53